DFT (ωB97M-V/def2-TZVPD) results for an isolated molecule of C3H5NO2S at a distorted geometry.

Energy relative to the best compared isomer or geometry (same formula, charge and spin) ... 219.51 kJ/mol
⟨S²⟩ ... 2.02
Multiplicity ... 3
Net charge ... 0
HOMO-LUMO gap (spin up / spin down) ... 6.13 / 6.96 eV

Each line ends with the Löwdin charge.
Cartesian coordinates (Å):
S  -2.64  -0.76  -2.16  0.9295
O  -2.19  -0.78  -3.52  -0.3521
O  -1.96  -1.96  -1.13  -0.3752
N  -1.66  0.53  -1.38  -0.0470
C  0.09  1.05  0.21  0.0060
C  -0.62  -1.39  -0.52  -0.0826
C  -0.75  0.12  -0.62  -0.4162
H  0.22  -1.79  -1.03  0.1110
H  -0.32  1.95  0.39  0.0544
H  1.00  1.15  -0.22  0.0642
H  -0.50  -1.75  0.39  0.0561
H  0.24  0.59  1.10  0.0519